This record from the OMol25 dataset describes a structure of composition C5H15N2O3 at a distorted geometry. The level of theory is ωB97M-V/def2-TZVPD.

Computed properties:
Kohn-Sham gap in eV: 8.197
Charge: -1
Energy relative to the best compared isomer or geometry (same formula, charge and spin) in kcal per mole: 42.7
E_tot in a.u.: -534.714270
LUMO in eV: 3.8
Multiplicity: 1

XYZ file:
```
25
Properties=species:S:1:pos:R:3:forces:R:3
H -2.63949 0.78100 -2.47911 3.506 4.814 0.656
C 1.32021 -1.32312 0.40573 -1.282 -0.892 -0.406
N -1.11459 -1.38014 -0.73004 -0.452 0.150 2.534
C 1.38100 2.56041 -0.85249 -1.210 -1.671 0.697
C 1.00480 1.64354 0.07029 -1.079 0.154 1.311
O -3.10708 0.04550 -2.54123 -4.671 -4.030 -1.453
H 1.28497 0.66702 1.86055 0.213 -0.527 0.193
H 2.25646 2.08169 1.61992 1.522 1.078 0.623
H -0.82437 -2.27813 -1.02010 -0.142 -1.549 -0.268
O 1.04484 -1.24385 1.74846 -1.293 0.115 0.269
H -0.96596 0.81004 0.73412 0.924 -0.261 -0.503
H 0.68560 2.70026 -1.63225 -0.390 0.152 -1.085
H 2.32749 2.97665 -0.93820 1.520 1.005 0.275
C 0.17030 -0.69369 -0.46975 0.613 1.574 -2.942
H 2.29393 -0.90396 0.10300 -0.208 0.630 0.212
H -0.23921 -1.37362 1.96391 0.236 -0.534 1.421
N 1.55944 1.48051 1.33082 -1.588 -0.649 -1.903
H 0.65013 -0.54699 -1.53500 -0.648 -0.516 1.618
C -0.25825 0.75488 -0.13946 -0.017 1.921 -0.304
H -2.60223 -0.68917 -2.24145 1.192 -0.692 0.906
H -1.76838 -1.98621 3.04664 -0.687 -2.360 2.494
O -1.42441 -1.44929 2.40865 1.957 2.919 -3.904
H -1.64166 -1.49881 0.21999 1.259 0.139 -1.803
H -0.86610 1.26153 -1.01299 1.247 -1.366 1.399
H 1.47256 -2.39605 0.07997 -0.524 0.395 -0.038
```
Positions in Å, forces in eV/Å.

Here are the natural (NBO) charges for atoms 1 to 2, given in e: 0.45, -0.06

---

This record from the OMol25 dataset describes a structure of composition C19H28ClO6Rh at a distorted geometry. The level of theory is ωB97M-V/def2-TZVPD.

Computed properties:
Kohn-Sham gap (spin up / spin down) in eV: 7.974 / 5.060
Energy relative to the best compared isomer or geometry (same formula, charge and spin) in kcal per mole: 8.9
E_tot in a.u.: -1762.368748
LUMO (spin up / spin down) in eV: 0.5 / -2.6
Expectation value of S²: 6.0246
Multiplicity: 5

XYZ file:
```
55
Properties=species:S:1:pos:R:3:forces:R:3
O 1.04930 1.54070 3.91382 0.387 -0.423 1.679
C 1.85544 -1.69483 1.67633 0.495 -1.909 -1.538
H 3.81504 -2.35970 2.60971 -0.599 -0.076 0.069
H -0.06638 0.60533 -2.25307 -0.476 0.185 0.141
C -0.72484 1.30819 -1.73471 -0.498 0.213 -0.023
H -3.84308 -0.21767 1.28198 0.326 0.062 0.385
H -0.28200 -2.08758 4.22811 0.365 0.206 -0.040
H 0.11197 3.30959 -1.43391 -0.085 0.051 0.044
Cl 1.31119 1.14572 5.36149 -0.113 -0.033 -0.958
H 2.93611 -0.75997 -5.52316 -0.169 -0.039 0.036
O 0.23569 0.30177 5.79180 0.641 0.313 0.302
H -1.22254 -0.34269 -0.38799 -0.143 0.377 -0.003
C 2.00816 -1.34102 -5.47826 0.148 -0.235 0.116
C 1.93763 -2.39192 3.90621 -0.070 -3.378 -0.457
C -0.45846 -1.24444 -4.93887 -0.055 -0.128 0.170
O -1.73912 1.52520 0.42711 0.618 0.004 -1.060
C -0.57362 2.38035 0.44838 0.008 -0.419 0.575
H -0.74789 -1.67056 -5.90981 0.185 0.160 0.171
H -1.26910 -0.59008 -4.59919 0.133 -0.099 -0.015
H -0.35369 -2.07243 -4.22719 -0.058 0.137 -0.070
C -3.33992 -0.26108 2.25090 -0.474 -3.458 0.172
H 0.17902 1.99997 1.17274 -0.615 0.108 -0.017
C 0.53791 -1.59320 2.22017 -1.598 -1.687 -0.824
C -2.23048 0.29756 4.18264 -0.524 0.659 -0.695
H 2.29666 -2.78477 4.86191 -0.184 0.381 -0.424
H -0.92603 3.35691 0.80474 0.230 -0.150 -0.258
C 0.74807 0.85833 -5.82889 0.114 -0.276 0.853
C -2.71808 0.80937 2.94911 1.175 0.412 2.775
H -2.66152 0.44768 -1.08482 0.407 0.138 0.174
H 2.17940 1.88147 -4.46792 -0.172 0.123 -0.029
H 2.16126 -2.16779 -4.77578 -0.015 0.116 -0.036
H -2.64152 1.85120 2.64775 -0.093 -0.445 -0.021
C 0.84461 -0.47196 -5.02888 -0.004 -0.610 -0.811
C -2.59093 -1.07841 4.27294 0.435 1.257 -0.388
H 1.12488 2.02432 -0.80829 0.023 -0.030 -0.152
O 1.47991 2.28551 6.18235 0.082 -0.111 -0.226
H -0.26746 1.11969 -6.13803 0.220 -0.058 -0.008
C 0.09030 2.34199 -0.93568 -0.213 -0.050 0.077
O 2.57566 0.34179 5.28448 -0.767 0.535 0.230
H -2.45569 -1.69671 5.15019 0.041 -0.075 -0.111
H 1.46339 1.00716 -6.63879 -0.156 -0.213 0.040
H 2.12826 -1.42350 0.66037 0.127 -0.145 0.270
C 1.16718 1.46762 -4.49260 0.190 0.475 0.515
O 1.16003 0.19616 -3.75829 -0.185 0.536 -1.726
C -1.64098 0.63513 -0.70890 0.193 -0.172 0.575
H 1.83569 -1.78043 -6.47040 -0.102 0.189 0.198
H -0.35199 -1.28868 1.67232 0.155 0.056 0.371
C 2.73634 -2.20405 2.71079 0.791 -2.625 -0.251
H -3.51630 -2.44820 2.72471 0.011 0.543 0.253
H 0.44365 2.19902 -4.11022 0.261 -0.212 0.278
C 0.58921 -2.01171 3.58543 -1.254 -2.587 0.262
H -1.69601 0.85693 4.94579 -0.398 -0.164 -0.349
C -3.20002 -1.44541 3.03160 -0.934 1.172 -1.970
Rh 1.89055 -0.48658 3.23894 1.839 11.520 1.687
H -1.37490 1.82069 -2.46116 0.354 -0.120 0.043
```
Positions in Å, forces in eV/Å.

Here are the natural (NBO) charges for atoms 1 to 2, given in e: -0.85, -0.35

---

This record from the OMol25 dataset describes a cluster of 5 separate species, C2H15NO4 in total at a distorted geometry. The level of theory is ωB97M-V/def2-TZVPD.

Computed properties:
Kohn-Sham gap in eV: 8.812
Energy relative to the best compared isomer or geometry (same formula, charge and spin) in kcal per mole: 70.1
E_tot in a.u.: -440.812206
SMILES: CNC.O.O.O.O
LUMO in eV: 0.2
Multiplicity: 1

XYZ file:
```
22
Properties=species:S:1:pos:R:3:forces:R:3
H -1.62909 3.54494 2.15597 1.100 -1.620 -0.579
H -0.29842 -5.05371 -0.40874 -1.255 -0.481 -2.780
H 0.55669 0.30997 3.71747 0.485 -1.359 -0.970
H 1.96423 -0.05252 -4.74807 0.578 2.467 -0.222
O 2.20247 0.92581 -4.93462 0.288 -3.039 -0.295
H 0.15546 1.40196 0.88805 3.450 -1.368 0.052
H 1.25323 -2.28049 -3.31983 -0.586 -3.852 -1.809
H 0.16912 -5.90322 -1.52587 0.713 -0.868 -0.755
H -0.51542 3.93948 0.86856 0.140 -1.473 1.109
C -1.67807 0.88787 1.76938 -0.733 1.251 -3.752
O 0.56320 -0.47165 3.09810 2.820 -0.207 0.368
H -1.69859 -0.19439 1.55238 0.341 0.691 -0.146
H 0.13489 3.14979 2.36170 0.385 0.245 0.662
H -1.52538 1.06643 2.77798 -0.273 0.084 2.217
C -0.68079 3.11295 1.66777 -0.647 1.027 -2.366
O -0.56829 -5.33106 -1.37864 0.556 1.372 3.525
H -2.58200 1.40347 1.31469 0.114 -1.280 1.530
H 1.54712 -0.82557 2.99851 -3.151 1.503 0.643
N -0.71802 1.73896 0.99882 -4.022 2.494 1.215
O 1.34141 -1.48574 -2.91453 -1.028 4.296 2.631
H 0.47175 -1.29281 -2.45601 1.586 -0.473 -0.899
H 1.53451 1.40955 -4.48308 -0.860 0.591 0.622
```
Positions in Å, forces in eV/Å.

Here are the natural (NBO) charges for atoms 1 to 2, given in e: 0.21, 0.46

---

This record from the OMol25 dataset describes a structure of composition C8H17Br2N2O2RhS3 at a distorted geometry. The level of theory is ωB97M-V/def2-TZVPD.

Computed properties:
Kohn-Sham gap in eV: 7.524
Charge: +2
Energy relative to the best compared isomer or geometry (same formula, charge and spin) in kcal per mole: 0.0
E_tot in a.u.: -7027.591179
LUMO in eV: -8.5
Multiplicity: 1

XYZ file:
```
35
Properties=species:S:1:pos:R:3:forces:R:3
H 1.99268 0.31619 -4.13895 0.021 -0.058 0.014
Br -1.07115 -2.15036 -0.68061 -0.168 0.252 0.298
C 1.63207 2.36098 -2.49791 -0.058 0.130 0.065
H 0.33443 -0.00432 -4.61921 0.009 0.066 0.007
H 1.93597 2.93220 -0.42812 -0.005 0.049 0.023
H 2.04221 -1.62575 1.69039 0.130 0.087 0.015
C 1.35560 1.49131 1.88577 -0.123 -0.036 -0.003
H 1.63126 -2.12516 -4.17439 0.038 0.013 0.028
C 1.14273 -1.54313 -3.39063 0.072 -0.016 -0.148
C 1.04352 -0.08725 -3.79490 -0.100 0.031 -0.049
N 1.59017 0.21197 2.42000 0.204 0.148 -0.069
H 4.98051 0.34676 -1.70901 -0.015 0.057 -0.019
H 4.01935 -1.72205 -3.01088 0.033 -0.008 0.012
O 1.66666 2.48574 2.47086 0.067 -0.066 -0.046
C -2.65021 -1.24768 0.07935 -0.141 0.080 0.039
N 1.36475 -0.88154 1.55563 -0.999 -0.184 -0.722
H 2.38363 0.14171 3.04213 -0.084 -0.116 0.071
H 4.23561 -1.86508 -1.27414 0.008 -0.013 -0.024
C 3.68757 -1.32780 -2.04954 0.066 0.128 0.143
H 0.15242 -1.97289 -3.24602 -0.007 -0.040 -0.020
S 1.97809 -1.86765 -1.81965 -0.876 -0.310 0.082
H 2.20868 2.22720 -3.41085 0.049 0.016 0.032
H 3.38481 3.06537 -1.42446 0.026 -0.080 -0.025
H 3.69638 0.70288 -2.85730 -0.070 -0.036 -0.012
H 0.43811 -1.25533 1.76603 0.206 -0.275 0.388
O 0.75163 1.47310 0.70642 -0.937 -0.068 -0.103
H -3.03467 -1.89285 0.85947 0.040 -0.058 -0.029
C 2.48363 2.47350 -1.24702 0.047 0.146 -0.015
H -3.35494 -1.09988 -0.72907 0.040 -0.042 -0.038
S 2.98560 0.88068 -0.56661 -0.735 -0.297 0.216
Br -2.08935 0.41565 0.79581 -0.334 0.089 0.148
C 3.92894 0.16600 -1.94217 0.037 -0.113 -0.051
S 0.41662 0.99243 -2.44812 -0.273 -0.454 0.313
Rh 0.89142 -0.21582 -0.43297 3.874 1.021 -0.518
H 1.06182 3.28269 -2.61560 -0.043 -0.043 -0.003
```
Positions in Å, forces in eV/Å.

Here are the natural (NBO) charges for atoms 1 to 2, given in e: 0.23, 0.10

---

This record from the OMol25 dataset describes an isolated molecule of C3H4 at a distorted geometry. The level of theory is ωB97M-V/def2-TZVPD.

Computed properties:
Kohn-Sham gap in eV: 9.339
Energy relative to the best compared isomer or geometry (same formula, charge and spin) in kcal per mole: 27.0
E_tot in a.u.: -116.593787
SMILES: C=C=C
LUMO in eV: 0.9
Multiplicity: 1

XYZ file:
```
7
Properties=species:S:1:pos:R:3:forces:R:3
C 1.27330 0.03327 -0.01044 0.448 1.013 -0.764
H 1.89474 0.25003 -0.88366 0.276 0.926 0.732
H -1.89690 0.22337 0.88459 -0.284 0.913 -0.720
H -1.74187 -0.44610 -0.86199 0.445 -0.718 0.591
C -1.27270 0.01385 0.01171 -0.468 1.044 0.758
H 1.74561 -0.43014 0.86001 -0.437 -0.705 -0.602
C -0.00219 0.35572 -0.00022 0.020 -2.473 0.005
```
Positions in Å, forces in eV/Å.

Here are the natural (NBO) charges for atoms 1 to 2, given in e: -0.51, 0.22

---

This record from the OMol25 dataset describes an isolated molecule of C22H25NO6. The level of theory is ωB97M-V/def2-TZVPD.

Computed properties:
Kohn-Sham gap in eV: 7.805
Energy relative to the best compared isomer or geometry (same formula, charge and spin) in kcal per mole: 74.3
E_tot in a.u.: -1359.497299
SMILES: COc1cc(/C=C/C(=O)OCC(=O)NCCc2ccccc2)cc(OC)c1OC
LUMO in eV: -0.2
Multiplicity: 1

XYZ file:
```
54
Properties=species:S:1:pos:R:3:forces:R:3
H 2.88933 -0.08296 -1.08157 -0.021 0.268 0.063
C -0.95025 -0.28154 -1.08444 -0.548 0.171 0.232
H -9.08003 -0.77590 1.21394 0.051 0.060 -0.005
N 3.35927 0.60245 -0.49831 0.103 -0.562 -0.016
C -4.81051 -3.78216 -0.66396 0.146 -0.162 -0.082
H 5.91305 0.71740 -1.29162 -0.043 -0.031 -0.051
C 5.69014 -0.16051 -0.68189 -0.118 0.071 0.284
O -6.29822 1.74670 1.11758 0.075 -0.494 -0.126
H -8.40826 0.66346 0.40742 0.004 -0.071 0.062
H -5.00964 3.11418 2.00344 -0.019 0.001 -0.041
H 4.79710 1.00941 0.90873 -0.023 -0.165 0.000
C 0.37870 0.20547 -1.42858 0.379 -0.007 -0.204
H -5.52448 3.50914 0.33642 0.006 -0.019 0.040
H -7.99823 0.32282 2.10663 -0.040 -0.050 -0.095
H -1.10423 -1.32339 -1.31904 -0.021 -0.075 -0.013
C 4.51858 0.18268 0.25134 0.162 0.093 -0.024
C -8.20832 -0.12650 1.13417 -0.483 0.242 0.174
H 8.49893 -3.28315 1.31705 0.019 -0.078 0.014
O -7.16451 -0.97381 0.71117 0.486 -0.036 -0.093
H -5.46008 -4.65578 -0.67561 0.087 0.034 -0.018
O 0.57885 1.49502 -1.11046 -0.244 -0.105 0.206
C -1.90863 0.49621 -0.55082 0.827 -0.120 -0.312
H -3.07942 -1.95277 -0.75414 0.036 -0.160 -0.050
C -3.73710 -1.19136 -0.37392 0.075 0.088 -0.002
C -4.11942 1.08615 0.28848 0.316 -0.084 -0.120
H 6.54350 -2.65663 -0.03586 -0.072 -0.072 -0.062
C 6.89876 -0.55223 0.11791 -0.012 -0.034 -0.149
C -5.92169 -0.50566 0.44920 0.020 -0.077 -0.037
H 4.26054 -0.68890 0.86037 0.066 0.085 0.020
C 7.18451 -1.88712 0.37101 -0.003 0.031 -0.001
H 2.05914 1.74488 -2.53027 -0.080 0.095 0.126
H -3.73832 2.08615 0.41457 0.014 0.126 0.025
H -1.65758 1.53121 -0.35764 0.040 0.077 0.004
H 7.51648 1.46616 0.45928 -0.028 0.132 -0.032
H 9.97292 -1.53542 2.24465 0.066 -0.020 0.042
O 1.22941 -0.48153 -1.96475 -0.274 0.095 0.027
C 1.78759 2.11291 -1.53320 0.454 0.269 -0.247
C 9.11242 -1.26049 1.65260 0.077 -0.041 0.057
C -5.04255 -1.49751 -0.05005 -0.226 0.046 0.068
H 5.39222 -0.97675 -1.34349 0.021 0.034 -0.060
C -5.83536 3.06404 1.28684 0.062 0.212 0.033
O -5.60455 -2.73010 -0.17338 -0.054 0.413 0.117
H 9.47468 0.84288 1.81378 0.051 0.062 0.029
H -6.68601 3.61835 1.68093 0.098 0.018 -0.025
C 7.73233 0.42456 0.64875 -0.009 -0.034 -0.004
O 3.50545 2.80517 0.00696 0.176 0.395 0.112
C -5.43538 0.80158 0.62078 -0.293 -0.157 0.046
C 2.97738 1.88579 -0.58152 -0.587 -0.099 -0.336
C -3.25559 0.11140 -0.21270 -0.889 -0.156 0.256
H -4.45720 -3.58160 -1.68082 -0.002 0.002 0.044
C 8.83254 0.07383 1.40984 0.053 0.061 0.054
H -3.95282 -3.97884 -0.01231 -0.024 0.020 -0.031
C 8.28543 -2.24038 1.13170 0.037 -0.092 0.054
H 1.57462 3.18275 -1.56738 0.104 -0.202 0.048
```
Positions in Å, forces in eV/Å.

Here are the natural (NBO) charges for atoms 1 to 2, given in e: 0.43, -0.34